Model A:
Below is a 2-piece molecular cluster, C12H16N2O overall, with properties calculated with ωB97M-V/def2-TZVPD.

**LUMO level**: 0.874 eV
**Highest occupied orbital energy**: -8.5 eV
**SMILES**: CCc1c[nH]cn1.Cc1ccc(O)cc1

Last column: natural (NBO) charge in e.
Atoms and positions in Å:
O  1.49035  3.99286  -0.88998  -0.707
N  -0.41268  -1.06857  1.20105  -0.485
N  -0.69180  0.00477  3.08742  -0.523
C  -2.81552  -0.99006  -0.75949  -0.600
C  -2.68656  -1.75704  0.56928  -0.426
C  -1.95033  -0.37523  2.67641  -0.130
C  2.52336  1.90837  -0.21507  -0.263
C  -1.75194  -1.04682  1.50735  0.106
C  1.53086  2.60335  -0.88788  0.263
C  0.70568  0.53901  -1.73457  -0.200
C  1.88546  -1.67871  -1.39297  -0.648
C  0.51150  1.89507  -1.50559  -0.244
C  0.19037  -0.45550  2.17504  0.183
C  2.62832  0.53619  -0.39744  -0.208
C  1.74956  -0.20116  -1.19637  -0.004
H  -3.71555  -0.37777  -0.72877  0.200
H  2.90234  -2.06384  -1.39536  0.217
H  -0.04399  0.04058  -2.33467  0.206
H  -1.95920  -0.35248  -0.94125  0.218
H  -2.86390  -0.04796  3.14995  0.217
H  -0.32404  2.40109  -1.96761  0.219
H  -0.51596  0.30838  4.02904  0.413
H  1.19989  -2.13871  -0.68114  0.250
H  -2.19128  -2.70802  0.42218  0.221
H  3.24492  2.41641  0.41768  0.221
H  3.33482  0.01693  0.21518  0.202
H  1.55951  -1.94248  -2.39249  0.213
H  1.23301  -0.23515  2.27777  0.196
H  -3.69630  -1.80476  0.97514  0.209
H  1.90055  4.28737  -1.71298  0.480
H  -2.97144  -1.70611  -1.56989  0.204

***

Model B:
Below is a 2-piece molecular cluster, C12H16N2O overall, with properties calculated with ωB97M-V/def2-TZVPD.

**LUMO level**: 0.891 eV
**Highest occupied orbital energy**: -8.1 eV
**SMILES**: Cc1c[nH]c2ccccc12.CCC(N)=O

Last column: natural (NBO) charge in e.
Atoms and positions in Å:
O  -3.06556  1.36177  1.13512  -0.633
N  1.36780  -0.04464  -2.42551  -0.547
N  -1.90581  0.46800  2.67591  -0.851
C  -0.67049  1.96317  0.96327  -0.492
C  3.02970  -0.18665  0.81316  -0.198
C  -1.13913  2.02273  -0.52632  -0.631
C  2.83190  0.17871  -0.54229  -0.278
C  2.02199  -0.91366  1.53669  -0.254
C  -1.65038  -2.17971  -1.07846  -0.626
C  0.92504  -1.43899  0.87383  -0.231
C  1.65508  -0.25757  -1.09327  0.156
C  -1.95603  1.36954  1.62122  0.683
C  0.21947  -0.85790  -2.57722  -0.045
C  -0.34896  -1.34751  -1.41348  -0.069
C  0.68101  -1.12089  -0.42993  -0.039
H  -1.17359  0.19150  3.26516  0.388
H  -0.46443  -0.70412  -3.38605  0.203
H  -0.47514  2.87497  1.29917  0.220
H  -2.91553  0.36221  2.95738  0.406
H  -1.21161  3.09545  -0.87414  0.215
H  2.12460  0.16461  -2.97765  0.411
H  -1.50744  -3.00215  -0.53056  0.215
H  -1.96345  1.40649  -0.99428  0.250
H  -0.20929  1.67162  -1.16940  0.208
H  4.02001  -0.03872  1.32004  0.210
H  -2.14585  -2.52963  -1.95200  0.220
H  -2.49825  -1.43222  -0.78944  0.235
H  2.24785  -0.98192  2.56594  0.211
H  0.22783  1.26131  1.27621  0.233
H  3.61429  0.75501  -0.93971  0.219
H  0.33437  -2.11083  1.39661  0.212

***

Model C:
Below is a 2-piece molecular cluster, C12H16N2O overall, with properties calculated with ωB97M-V/def2-TZVPD.

**LUMO level**: 0.683 eV
**Highest occupied orbital energy**: -7.9 eV
**SMILES**: Cc1c[nH]c2ccccc12.CCC(N)=O

Last column: natural (NBO) charge in e.
Atoms and positions in Å:
O  -2.81731  1.43806  -2.06263  -0.609
N  0.80858  -2.24604  -0.83629  -0.544
N  -1.67002  2.21625  -0.18837  -0.837
C  -3.51359  0.95067  1.48350  -0.637
C  1.66035  -0.32684  0.12387  -0.085
C  0.91394  -0.02856  -1.08751  -0.106
C  -3.70846  0.81026  -0.01946  -0.533
C  2.54470  0.43313  0.87382  -0.207
C  0.23102  -1.14448  -1.41613  -0.012
C  0.92421  1.34593  -1.72324  -0.631
C  -2.68116  1.50030  -0.85885  0.692
C  1.56740  -1.77751  0.31846  0.156
C  2.85744  -1.60697  2.17854  -0.207
C  2.04047  -2.48092  1.42056  -0.259
C  3.15451  -0.24441  1.96341  -0.239
H  3.10959  -1.96347  3.19802  0.206
H  0.28805  -3.09773  -0.92720  0.399
H  -4.42010  0.43205  2.01725  0.215
H  3.94754  0.13081  2.62421  0.224
H  1.64499  -3.45851  1.60406  0.229
H  -3.42004  1.87614  2.01213  0.231
H  1.62333  1.91449  -1.10103  0.210
H  -0.58489  -1.23076  -2.14936  0.219
H  -1.15365  1.65931  0.46731  0.388
H  -3.71107  -0.24362  -0.32360  0.240
H  0.01178  1.87814  -1.83853  0.205
H  -4.66898  1.03107  -0.54085  0.254
H  -0.97157  2.54374  -0.84392  0.379
H  -2.75023  0.21251  1.87243  0.213
H  1.12539  1.38589  -2.79599  0.233
H  2.55015  1.47035  0.59801  0.213

***

Name the most stable of them. model A.

***

Model A:
Below is one molecule with the formula CH7N2O2P, with properties calculated with ωB97M-V/def2-TZVPD.

**LUMO level**: 0.572 eV
**Highest occupied orbital energy**: -8.9 eV
**SMILES**: CN=P(N)(O)O

Last column: natural (NBO) charge in e.
Atoms and positions in Å:
P  0.60576  0.11361  0.21567  2.308
O  1.47925  -0.56039  1.39888  -0.933
O  1.29245  -0.80197  -0.95463  -1.002
N  1.19602  1.62257  0.04055  -1.233
N  -0.92212  0.27855  -0.00029  -1.114
C  -2.00846  -0.73203  0.14748  -0.411
H  0.39618  2.25216  -0.33440  0.438
H  1.94075  1.76295  -0.68506  0.406
H  -2.48332  -1.12722  -0.76752  0.183
H  -1.58975  -1.57231  0.67911  0.183
H  2.27218  -0.08045  1.19059  0.486
H  -2.85362  -0.22566  0.69715  0.193
H  0.67468  -0.92981  -1.62753  0.495

***

Model B:
Below is one molecule with the formula CH7N2O2P, with properties calculated with ωB97M-V/def2-TZVPD.

**LUMO level**: 0.708 eV
**Highest occupied orbital energy**: -7.8 eV
**SMILES**: CP(O)(O)=NN

Last column: natural (NBO) charge in e.
Atoms and positions in Å:
P  0.38125  -0.11458  -0.24115  2.147
O  1.51886  -0.96121  -1.06115  -0.946
O  0.65383  -0.56350  1.32467  -1.015
N  -2.12170  -0.68831  0.35356  -0.713
N  -1.05648  -0.74833  -0.65034  -0.947
C  1.07625  1.55633  -0.40699  -1.054
H  1.07225  1.79417  -1.43476  0.266
H  -0.00909  -0.25113  1.98936  0.514
H  0.45659  2.43631  0.02885  0.263
H  1.09267  -1.80504  -1.12367  0.507
H  -1.95413  -1.49631  0.99237  0.337
H  1.90631  1.61206  0.37293  0.279
H  -3.01660  -0.77046  -0.14369  0.363

***

Name the most stable of them. model A.

***

Model A:
Below is an isolated ion of composition C5H12NS and charge -1, with properties calculated with ωB97M-V/def2-TZVPD.

**LUMO level**: 3.536 eV
**Highest occupied orbital energy**: -2.3 eV
**SMILES**: CCN[C@H](C)C[S-]
**Total charge**: -1

Last column: natural (NBO) charge in e.
Atoms and positions in Å:
S  3.55757  1.20887  -0.52328  -0.711
N  -0.43076  0.46282  0.08793  -0.626
C  0.99415  0.11335  -0.14928  -0.066
C  -1.32703  -0.62483  -0.32596  -0.218
C  1.85535  1.35252  0.06349  -0.526
C  -2.78401  -0.17100  -0.23298  -0.609
C  1.42290  -1.00687  0.79121  -0.645
H  -1.11234  -0.88335  -1.37085  0.151
H  1.07816  -0.18133  -1.20373  0.160
H  1.80687  1.57974  1.14226  0.172
H  -3.41590  -0.82822  -0.83770  0.194
H  0.91578  -0.89103  1.74727  0.195
H  -0.60964  1.24805  -0.53463  0.336
H  1.35564  2.21606  -0.38072  0.167
H  -3.12640  -0.05097  0.79042  0.205
H  -2.85016  0.82024  -0.70390  0.193
H  2.50307  -0.91505  0.94436  0.251
H  -1.10177  -1.45804  0.33851  0.189
H  1.26852  -1.99095  0.35759  0.188

***

Model B:
Below is a 2-piece molecular cluster, C5H12NS overall, with properties calculated with ωB97M-V/def2-TZVPD.

**LUMO level**: 3.911 eV
**Highest occupied orbital energy**: -2.6 eV
**Total charge**: -1

Last column: natural (NBO) charge in e.
Atoms and positions in Å:
S  -0.89970  -1.18442  -2.07643  -0.704
N  -2.10393  0.07216  0.73379  -0.854
C  0.76881  2.47638  0.87194  -0.620
C  1.32208  -1.73202  -0.49909  -0.613
C  -1.33247  1.14645  1.11067  0.025
C  0.41300  -2.32694  -1.57447  -0.516
C  -0.45430  1.80848  0.33100  -0.364
H  -1.40694  1.44555  2.15657  0.149
H  -0.00034  -3.29284  -1.26470  0.169
H  2.14738  -2.40913  -0.23916  0.165
H  0.83432  2.42943  1.95996  0.189
H  0.86108  3.51575  0.52870  0.182
H  -2.06305  -0.29230  -0.23318  0.436
H  -2.87137  -0.19106  1.31754  0.358
H  0.75230  -1.50582  0.40585  0.201
H  1.63630  1.95144  0.45571  0.205
H  1.77434  -0.80743  -0.86372  0.196
H  -0.44729  1.43493  -0.69182  0.227
H  1.06977  -2.53862  -2.42917  0.166

***

Name the most stable of them. model A.

***

Model A:
Below is an isolated ion of composition C5H12NS and charge -1, with properties calculated with ωB97M-V/def2-TZVPD.

**LUMO level**: 3.403 eV
**Highest occupied orbital energy**: -2.2 eV
**SMILES**: CCCNCC[S-]
**Total charge**: -1

Last column: natural (NBO) charge in e.
Atoms and positions in Å:
S  0.23950  2.43303  3.70771  -0.713
N  0.11666  0.19324  0.36039  -0.625
C  -0.79706  -0.15887  -0.70081  -0.209
C  -0.42631  1.23912  1.25251  -0.234
C  0.70713  1.95229  2.02200  -0.534
C  0.35802  -2.33927  -1.24458  -0.608
C  -0.12217  -0.98083  -1.78623  -0.395
H  0.93007  0.61314  -0.08784  0.333
H  -0.80561  -1.19824  -2.59824  0.191
H  0.85673  -2.25332  -0.28702  0.229
H  0.72986  -0.44563  -2.20965  0.182
H  -0.90615  2.01183  0.65547  0.143
H  -1.11013  0.80529  1.97169  0.201
H  1.55424  1.25129  2.04913  0.171
H  -1.59970  -0.81202  -0.31613  0.171
H  -0.50620  -3.00170  -1.12272  0.190
H  1.01643  -2.83052  -1.96744  0.190
H  1.06543  2.77882  1.39567  0.159
H  -1.30074  0.74235  -1.09393  0.156

***

Model B:
Below is an isolated ion of composition C5H12NS and charge -1, with properties calculated with ωB97M-V/def2-TZVPD.

**LUMO level**: 3.346 eV
**Highest occupied orbital energy**: -2.2 eV
**SMILES**: CN(C)CCC[S-]
**Total charge**: -1

Last column: natural (NBO) charge in e.
Atoms and positions in Å:
S  -0.17837  -3.20540  0.72037  -0.724
N  -0.23644  1.99085  -0.52979  -0.470
C  0.54714  0.69930  -0.78409  -0.218
C  0.30689  -1.80729  -0.37441  -0.536
C  0.37945  -0.35595  0.27767  -0.457
C  -1.20929  2.08039  0.54002  -0.431
C  0.55735  3.29057  -0.62113  -0.413
H  1.35619  -2.08907  -0.65999  0.191
H  -0.45420  -0.10597  1.02795  0.214
H  1.46249  3.26673  0.06922  0.168
H  -1.81637  3.02300  0.64140  0.192
H  -0.13622  4.13059  -0.57026  0.196
H  -0.50871  -1.70591  -1.18384  0.173
H  1.22691  -0.40385  1.08365  0.194
H  1.64095  0.89168  -0.96678  0.178
H  0.99437  3.31852  -1.64925  0.184
H  0.26527  0.31848  -1.74726  0.188
H  -2.10315  1.46475  0.31269  0.200
H  -0.90779  1.79934  1.59679  0.169

***

Name the most stable of them. model A.